The following is a quantum chemistry calculation of a molecular structure, C43H46Cr2N8O5, from the Open Molecules 2025 dataset.

Cartesian coordinates (Å):
1 Cr -0.12589 0.42412 -0.39596
2 Cr 2.41045 -2.08715 -2.86342
3 C 4.66646 0.09719 -2.41672
4 O 4.34709 -1.16087 -2.94919
5 H 4.45627 0.78714 -3.23397
6 H 4.14815 0.19430 -1.46278
7 H 5.71131 0.26630 -2.15637
8 C 1.96522 2.67801 1.25708
9 O 1.39253 1.60943 0.56364
10 H 3.04851 2.79852 1.25026
11 H 1.63012 3.70290 1.09759
12 H 1.69343 2.58353 2.30841
13 C 0.05028 -1.39062 -2.11267
14 O 0.29280 -2.39662 -2.78780
15 O 0.99748 -0.81737 -1.67196
16 O -1.05320 -1.00231 -1.72598
17 N 5.90878 -0.88934 2.01289
18 C 5.16727 0.06323 1.30527
19 C 5.70695 1.28713 0.98101
20 C 6.93096 1.73244 1.56613
21 C 7.54811 0.91811 2.51791
22 C 7.05277 -0.38216 2.63055
23 H 4.24901 -0.30084 0.86866
24 H 5.17429 1.91994 0.28660
25 H 7.31761 2.66975 1.19417
26 H 8.51967 1.21026 2.88819
27 H 7.46049 -1.10239 3.32441
28 N -0.19352 1.86762 -2.28691
29 C -1.07644 1.75499 -3.31360
30 C -0.87996 2.19160 -4.60604
31 C 0.26663 2.86108 -4.88414
32 C 1.15086 3.13126 -3.81842
33 C 0.92531 2.54093 -2.62075
34 H -2.01619 1.22490 -3.26614
35 H -1.57820 2.07068 -5.42104
36 H 0.44095 3.30173 -5.85462
37 H 2.04481 3.71001 -3.99816
38 H 1.73280 2.80450 -1.95374
39 N -1.88183 -6.44813 1.10483
40 C -1.50312 -5.52401 0.18490
41 C -2.28974 -4.44688 -0.17417
42 C -3.59178 -4.39584 0.36533
43 C -4.04942 -5.48712 1.15867
44 C -3.14917 -6.49332 1.49067
45 H -0.51677 -5.75993 -0.18637
46 H -1.82638 -3.65559 -0.74475
47 H -4.18290 -3.53276 0.09686
48 H -5.10546 -5.57639 1.36650
49 H -3.48405 -7.34672 2.06161
50 N 0.34971 -1.40222 1.25235
51 C 1.50005 -1.35915 2.14553
52 C 1.54953 -1.95901 3.42753
53 C 0.45989 -2.70032 3.87660
54 C -0.61741 -2.83789 3.04696
55 C -0.66901 -2.08626 1.82522
56 H 2.31735 -0.78858 1.72974
57 H 2.38669 -1.95271 4.10983
58 H 0.50702 -3.11288 4.87358
59 H -1.40116 -3.54168 3.28533
60 H -1.46792 -2.09444 1.09853
61 N -1.98960 0.93167 0.67659
62 C -3.22507 0.34849 0.45626
63 C -4.43720 0.94387 0.86657
64 C -4.41322 2.08170 1.68551
65 C -3.17806 2.41816 2.22490
66 C -2.04921 1.92765 1.60291
67 H -3.18928 -0.50784 -0.20086
68 H -5.37092 0.60555 0.44221
69 H -5.31875 2.59524 1.97307
70 H -3.12879 3.13733 3.02912
71 H -1.03095 2.20972 1.82643
72 N -7.10542 -1.66926 -2.41566
73 C -7.55851 -0.48872 -1.99031
74 C -6.67745 0.68145 -2.05756
75 C -5.31442 0.42501 -2.38637
76 C -4.89393 -0.90510 -2.72006
77 C -5.82628 -1.87671 -2.63449
78 H -8.61883 -0.31039 -1.88873
79 H -6.97122 1.63791 -1.65101
80 H -4.57653 1.21314 -2.41432
81 H -3.90451 -1.16788 -3.06414
82 H -5.47978 -2.86513 -2.89784
83 N -2.55536 7.40576 0.79314
84 C -1.63654 8.35328 0.89715
85 C -0.28527 8.14377 1.12946
86 C 0.16498 6.83097 1.30572
87 C -0.77283 5.82439 1.18758
88 C -2.11501 6.11824 0.77599
89 H -1.97047 9.35358 0.66411
90 H 0.44632 8.92265 0.97290
91 H 1.20916 6.61990 1.48333
92 H -0.53557 4.79253 1.40060
93 H -2.85302 5.35333 0.58456
94 N 2.74748 -3.27520 -1.01923
95 C 1.92113 -4.38232 -0.69473
96 C 2.27186 -5.25683 0.33344
97 C 3.45930 -5.10407 1.04640
98 C 4.30051 -3.98179 0.79829
99 C 3.87792 -3.13787 -0.19303
100 H 0.96095 -4.57634 -1.14950
101 H 1.59159 -6.06633 0.55326
102 H 3.61820 -5.63009 1.97616
103 H 5.18102 -3.82854 1.40461
104 H 4.41349 -2.21500 -0.36006

Output
2S+1	9
E_HOMO (spin up / spin down)	-6.737 / -7.703	eV
gap between HOMO and LUMO (spin up / spin down)	6.7 / 7.6	eV
<S²>	20.025
total charge	0